1.
This record from the Open Molecules 2025 dataset describes a cluster of 2 separate species, C5H14 in total at a distorted geometry. The level of theory is the ωB97M-V functional and the def2-TZVPD basis.

Output
largest force on an atom	1.49	eV Å⁻¹
E	-198.87589	a.u.
ΔE to the lowest compared entry with this formula, charge and spin	34.8	kJ/mol
E_HOMO	-11.4	eV
Kohn-Sham gap	12.56	eV

Last columns: bonded neighbours and bond lengths (Å).
Geometry (Å):
1 C -0.36011 0.44282 -1.67267  C2 1.559, C3 1.521, H4 1.083, H5 1.086
2 C -1.23960 1.72056 -1.52017  C1 1.559, H6 1.084, H7 1.086, H10 1.078
3 C 1.11055 0.78151 -1.48659  C1 1.521, H8 1.092, H9 1.100, H11 1.092
4 H -0.68970 -0.30126 -0.95765  C1 1.083
5 H -0.48126 0.05442 -2.67961  C1 1.086
6 H -2.19537 1.58011 -1.02944  C2 1.084
7 H -1.37265 2.12449 -2.51934  C2 1.086
8 H 1.47031 1.38439 -2.32271  C3 1.092
9 H 1.27181 1.50784 -0.67687  C3 1.100
10 H -0.63647 2.42969 -0.97640  C2 1.078
11 H 1.78364 -0.06434 -1.33405  C3 1.092
12 C 0.60976 -0.84998 2.30475  C13 1.540, H14 1.096, H15 1.083, H16 1.076
13 C -0.34600 -2.01848 2.00162  C12 1.540, H17 1.081, H18 1.095, H19 1.085
14 H 1.03948 -0.95227 3.30744  C12 1.096
15 H 1.48666 -1.03314 1.69578  C12 1.083
16 H 0.17707 0.12407 2.16014  C12 1.076
17 H -1.09566 -2.12539 2.77247  C13 1.081
18 H -0.79464 -1.89179 1.01108  C13 1.095
19 H 0.26218 -2.91324 1.92221  C13 1.085

2.
This record from the Open Molecules 2025 dataset describes a cluster of 2 separate species, C5H14 in total at a distorted geometry. The level of theory is the ωB97M-V functional and the def2-TZVPD basis.

Output
largest force on an atom	7.54	eV Å⁻¹
E	-198.77717	a.u.
ΔE to the lowest compared entry with this formula, charge and spin	294.0	kJ/mol
E_HOMO	-10.8	eV
Kohn-Sham gap	12.04	eV

Last columns: bonded neighbours and bond lengths (Å).
Geometry (Å):
1 C 1.28549 -2.00160 -0.46106  C2 1.514, H3 1.054, H4 1.142, H5 1.233
2 C 0.69082 -1.83651 0.92193  C1 1.514, H6 0.949, H7 1.100, H8 1.090
3 H 0.70815 -1.60244 -1.24718  C1 1.054
4 H 2.38327 -1.72542 -0.61568  C1 1.142
5 H 1.51932 -3.20575 -0.58931  C1 1.233
6 H 1.31107 -1.33809 1.43861  C2 0.949
7 H -0.20947 -1.29068 0.60321  C2 1.100
8 H 0.36542 -2.76465 1.39253  C2 1.090
9 C -0.67654 0.90439 -0.64084  C10 1.550, C11 1.614, H12 1.202, H13 1.041
10 C -0.03874 2.31337 -0.74568  C9 1.550, H14 1.041, H15 1.112, H17 0.986
11 C -1.37651 0.87485 0.81349  C9 1.614, H16 1.041, H18 1.157, H19 1.129
12 H -0.04613 -0.11306 -0.75006  C9 1.202
13 H -1.45783 1.11184 -1.29630  C9 1.041
14 H 0.31234 2.38788 0.23132  C10 1.041
15 H 0.78032 2.43991 -1.48726  C10 1.112
16 H -1.90492 0.02381 1.09777  C11 1.041
17 H -0.73520 3.00387 -0.84963  C10 0.986
18 H -2.29407 1.55551 0.63101  C11 1.157
19 H -0.61681 1.26278 1.55314  C11 1.129

3.
This record from the Open Molecules 2025 dataset describes a cluster of 2 separate species, C5H14 in total at a distorted geometry. The level of theory is the ωB97M-V functional and the def2-TZVPD basis.

Output
largest force on an atom	1.14	eV Å⁻¹
E	-198.87210	a.u.
ΔE to the lowest compared entry with this formula, charge and spin	44.8	kJ/mol
E_HOMO	-11.1	eV
Kohn-Sham gap	12.28	eV

Last columns: bonded neighbours and bond lengths (Å).
Geometry (Å):
1 C 1.35138 -1.94576 -0.73110  C2 1.550, H3 1.086, H4 1.089, H5 1.088
2 C 2.43080 -1.25672 0.14222  C1 1.550, H6 1.089, H7 1.085, H8 1.096
3 H 1.77862 -2.72731 -1.35233  C1 1.086
4 H 0.52702 -2.32316 -0.12727  C1 1.089
5 H 0.92076 -1.24196 -1.44023  C1 1.088
6 H 3.40376 -1.70668 -0.04722  C2 1.089
7 H 2.15745 -1.22809 1.19171  C2 1.085
8 H 2.52331 -0.21497 -0.18398  C2 1.096
9 C -1.34404 0.98928 0.80706  C10 1.545, C11 1.540, H12 1.087, H13 1.098
10 C -2.09885 0.17578 -0.26786  C9 1.545, H14 1.093, H18 1.086, H19 1.094
11 C -0.70155 2.28748 0.28267  C9 1.540, H15 1.091, H16 1.090, H17 1.089
12 H -1.99681 1.08191 1.67073  C9 1.087
13 H -0.51716 0.37163 1.18138  C9 1.098
14 H -1.89233 0.57101 -1.26530  C10 1.093
15 H 0.37770 2.26222 0.44046  C11 1.091
16 H -0.90076 2.38246 -0.78430  C11 1.090
17 H -1.01829 3.17505 0.82759  C11 1.089
18 H -1.82127 -0.87334 -0.23789  C10 1.086
19 H -3.17973 0.22116 -0.10636  C10 1.094

4.
This record from the Open Molecules 2025 dataset describes a cluster of 2 separate species, C5H14 in total. The level of theory is the ωB97M-V functional and the def2-TZVPD basis.

Output
largest force on an atom	0.98	eV Å⁻¹
E	-198.87992	a.u.
ΔE to the lowest compared entry with this formula, charge and spin	24.3	kJ/mol
E_HOMO	-11.2	eV
Kohn-Sham gap	12.42	eV

Last columns: bonded neighbours and bond lengths (Å).
Geometry (Å):
1 C 1.65922 -1.32150 0.58511  C2 1.529, H3 1.089, H4 1.088, H5 1.090
2 C 2.43560 -2.62109 0.37261  C1 1.529, H6 1.088, H7 1.090, H8 1.094
3 H 0.91672 -1.16055 -0.19511  C1 1.089
4 H 1.07969 -1.34830 1.50575  C1 1.088
5 H 2.30463 -0.44364 0.61375  C1 1.090
6 H 2.04993 -3.43454 0.98405  C2 1.088
7 H 3.48882 -2.48932 0.62119  C2 1.090
8 H 2.42258 -2.98755 -0.65781  C2 1.094
9 C -1.24220 1.06644 -0.74318  C10 1.518, C11 1.527, H12 1.098, H13 1.092
10 C -1.37153 2.55845 -0.99371  C9 1.518, H14 1.090, H17 1.091, H18 1.097
11 C -1.76064 0.60534 0.61728  C9 1.527, H15 1.087, H16 1.094, H19 1.096
12 H -1.79944 0.50761 -1.50607  C9 1.098
13 H -0.20324 0.75010 -0.85942  C9 1.092
14 H -0.47945 3.01829 -1.41854  C10 1.090
15 H -1.40691 1.20792 1.45001  C11 1.087
16 H -2.85450 0.58462 0.62670  C11 1.094
17 H -1.59499 3.13864 -0.09680  C10 1.091
18 H -2.18063 2.80570 -1.69150  C10 1.097
19 H -1.46366 -0.43662 0.78569  C11 1.096

5.
This record from the Open Molecules 2025 dataset describes a cluster of 2 separate species, C5H14 in total at a distorted geometry. The level of theory is the ωB97M-V functional and the def2-TZVPD basis.

Output
largest force on an atom	4.60	eV Å⁻¹
E	-198.84134	a.u.
ΔE to the lowest compared entry with this formula, charge and spin	125.6	kJ/mol
E_HOMO	-10.4	eV
Kohn-Sham gap	11.50	eV

Last columns: bonded neighbours and bond lengths (Å).
Geometry (Å):
1 C 2.48615 -0.57260 -1.80823  C2 1.467, H3 1.151, H4 1.085, H5 1.142
2 C 2.39561 -1.05649 -0.42583  C1 1.467, H6 1.066, H7 1.083, H8 1.144
3 H 2.91118 -1.31405 -2.57866  C1 1.151
4 H 3.06403 0.33198 -1.96719  C1 1.085
5 H 1.41338 -0.31838 -2.10482  C1 1.142
6 H 3.11813 -1.83868 -0.36613  C2 1.066
7 H 2.57934 -0.28129 0.30847  C2 1.083
8 H 1.46841 -1.62074 -0.06576  C2 1.144
9 C -1.23164 -0.04238 1.86089  C10 1.513, H12 1.155, H13 1.124, H14 1.123
10 C -2.09833 0.31002 0.67166  C9 1.513, C11 1.479, H15 1.142, H16 1.170
11 C -1.77512 1.45963 -0.20036  C10 1.479, H17 1.115, H18 1.132, H19 1.099
12 H -0.40363 -0.76435 1.50454  C9 1.155
13 H -1.82677 -0.63408 2.60893  C9 1.124
14 H -0.63218 0.81601 2.26681  C9 1.123
15 H -3.08352 0.34110 1.24815  C10 1.142
16 H -2.32011 -0.66794 0.06908  C10 1.170
17 H -1.40474 1.13851 -1.20134  C11 1.115
18 H -2.61875 2.16612 -0.46789  C11 1.132
19 H -0.92476 2.05669 0.15704  C11 1.099

6.
This record from the Open Molecules 2025 dataset describes a cluster of 2 separate species, C5H14 in total at a distorted geometry. The level of theory is the ωB97M-V functional and the def2-TZVPD basis.

Output
largest force on an atom	1.83	eV Å⁻¹
E	-198.87489	a.u.
ΔE to the lowest compared entry with this formula, charge and spin	37.5	kJ/mol
E_HOMO	-11.3	eV
Kohn-Sham gap	12.43	eV

Last columns: bonded neighbours and bond lengths (Å).
Geometry (Å):
1 C 0.47955 1.34143 0.69043  C2 1.534, C3 1.526, H4 1.090, H5 1.087
2 C -0.76585 2.20771 0.91891  C1 1.534, H6 1.088, H7 1.094, H10 1.096
3 C 1.15368 1.02341 2.02192  C1 1.526, H8 1.093, H9 1.088, H11 1.094
4 H 0.11838 0.42958 0.21523  C1 1.090
5 H 1.17820 1.81159 0.00281  C1 1.087
6 H -0.76621 2.83714 1.80624  C2 1.088
7 H -1.68206 1.61056 0.94978  C2 1.094
8 H 1.38543 1.96622 2.52347  C3 1.093
9 H 0.54508 0.38386 2.65846  C3 1.088
10 H -0.96476 2.86106 0.06165  C2 1.096
11 H 2.12850 0.53429 1.93887  C3 1.094
12 C -0.14792 -2.22439 -2.41121  C13 1.516, H14 1.091, H15 1.093, H16 1.101
13 C -0.57928 -2.06663 -0.96643  C12 1.516, H17 1.088, H18 1.087, H19 1.090
14 H -0.54522 -3.06013 -2.98926  C12 1.091
15 H -0.33604 -1.30725 -2.97429  C12 1.093
16 H 0.92272 -2.35690 -2.63062  C12 1.101
17 H -0.92521 -2.99371 -0.51466  C13 1.088
18 H 0.19676 -1.65353 -0.32645  C13 1.087
19 H -1.39574 -1.34428 -0.97483  C13 1.090